1.
The following is a DFT calculation (ωB97M-V with the def2-TZVPD basis set) of a gas-phase ion, C5H7N2O5S (charge -1) at a distorted geometry.

Results
LUMO, eV: 3.234
ΔE to the lowest compared entry with this formula, charge and spin, eV: 0.919
Electronic energy, hartree: -1078.66080
HOMO, eV: -4.71
Largest force on an atom, hartree/bohr: 0.1249
Kohn-Sham gap, hartree: 0.2921

Geometry as ORCA input:
```
! wB97M-V def2-TZVPD RIJCOSX def2/J DEFGRID3
* xyz -1 1
C 2.236 0.938 -0.247
C -0.389 -1.432 -0.396
C 0.542 -0.422 0.490
C -0.004 0.966 0.307
C -1.448 0.446 -1.087
N 1.880 -0.315 0.131
N 1.043 1.687 -0.198
O -3.929 -0.411 -0.667
O 3.360 1.312 -0.526
O -2.638 -0.117 1.302
O -3.382 1.820 -0.016
O -0.877 -0.698 -1.466
S -2.947 0.417 0.008
H 0.144 -2.278 -0.734
H -1.141 -1.840 0.283
H 0.461 -0.728 1.480
H -0.529 1.289 1.092
H -1.586 1.039 -1.888
H 2.447 -1.062 0.002
H 0.968 2.633 -0.679
*
```

Charges obtained by natural (NBO) population analysis, quoted in units of e:
1. C 0.78
2. C -0.07
3. C -0.10
4. C -0.03
5. C -0.14
6. N -0.62
7. N -0.65
8. O -1.04
9. O -0.67
10. O -1.04
11. O -1.04
12. O -0.50
13. S 2.36
14. H 0.17
15. H 0.20
16. H 0.19
17. H 0.20
18. H 0.18
19. H 0.39
20. H 0.42

2.
The following is a DFT calculation (ωB97M-V with the def2-TZVPD basis set) of a gas-phase ion, C5H7N2O6 (charge -1) at a distorted geometry.

Results
LUMO, eV: 3.420
ΔE to the lowest compared entry with this formula, charge and spin, eV: 1.092
Electronic energy, hartree: -755.63861
HOMO, eV: -5.39
Largest force on an atom, hartree/bohr: 0.0805
Kohn-Sham gap, hartree: 0.3238

Geometry as ORCA input:
```
! wB97M-V def2-TZVPD RIJCOSX def2/J DEFGRID3
* xyz -1 1
C 0.886 -2.472 -2.016
C 1.145 -1.184 -1.418
O 2.277 -0.849 -1.064
O 0.106 -0.379 -1.367
C 0.161 0.837 -0.640
N -0.938 1.562 -0.975
N -0.796 2.838 -0.767
O 0.269 3.265 -0.286
O -1.735 3.619 -0.970
O 0.254 0.480 0.983
C -0.668 -0.278 1.549
C -0.697 0.036 3.018
O -1.405 -1.019 1.006
H 1.157 -3.181 -1.259
H -0.175 -2.553 -2.270
H 1.504 -2.599 -2.857
H 1.030 1.448 -0.766
H 0.135 -0.346 3.544
H -1.624 -0.398 3.516
H -0.886 1.172 3.039
*
```

Charges obtained by natural (NBO) population analysis, quoted in units of e:
1. C -0.71
2. C 0.80
3. O -0.63
4. O -0.48
5. C 0.48
6. N -0.49
7. N 0.60
8. O -0.54
9. O -0.49
10. O -0.58
11. C 0.79
12. C -0.72
13. O -0.62
14. H 0.24
15. H 0.23
16. H 0.23
17. H 0.21
18. H 0.22
19. H 0.21
20. H 0.24

3.
The following is a DFT calculation (ωB97M-V with the def2-TZVPD basis set) of a single C5H7N3 molecule at a distorted geometry.

Results
LUMO, eV: 0.381
ΔE to the lowest compared entry with this formula, charge and spin, eV: 5.449
Electronic energy, hartree: -358.81811
HOMO, eV: -9.56
Largest force on an atom, hartree/bohr: 0.1440
Kohn-Sham gap, hartree: 0.3654

Geometry as ORCA input:
```
! wB97M-V def2-TZVPD RIJCOSX def2/J DEFGRID3
* xyz 0 1
H -2.814 -1.180 0.650
N -2.941 -0.289 0.097
C -1.835 0.322 -0.202
N -0.712 -0.451 -0.426
N -0.451 -1.790 -0.059
C 0.862 -1.951 -0.023
C 1.442 -0.706 -0.145
C 0.552 0.190 -0.313
C 0.834 1.726 0.082
H -1.601 1.362 -0.947
H 1.505 -2.830 0.196
H 2.567 -0.527 0.023
H 0.736 2.478 -0.771
H 0.068 1.553 1.088
H 1.789 2.092 0.750
*
```

Charges obtained by natural (NBO) population analysis, quoted in units of e:
1. H 0.37
2. N -0.64
3. C 0.27
4. N -0.28
5. N -0.26
6. C 0.00
7. C -0.34
8. C 0.17
9. C -0.69
10. H 0.20
11. H 0.22
12. H 0.22
13. H 0.24
14. H 0.24
15. H 0.25

4.
The following is a DFT calculation (ωB97M-V with the def2-TZVPD basis set) of a single C5H7N3 molecule at a distorted geometry.

Results
LUMO, eV: 0.900
ΔE to the lowest compared entry with this formula, charge and spin, eV: 4.089
Electronic energy, hartree: -358.86813
HOMO, eV: -7.38
Largest force on an atom, hartree/bohr: 0.0697
Kohn-Sham gap, hartree: 0.3044

Geometry as ORCA input:
```
! wB97M-V def2-TZVPD RIJCOSX def2/J DEFGRID3
* xyz 0 1
C -2.983 -1.362 -0.003
C -1.903 -0.804 0.003
C -0.792 0.043 0.003
C -0.856 1.449 -0.003
N 0.196 2.252 0.086
C 0.487 -0.624 0.028
N 1.686 -0.187 0.009
N 2.584 -1.223 -0.104
H -3.944 -1.845 -0.043
H -1.829 1.898 -0.035
H 0.043 3.208 -0.258
H 1.090 1.894 -0.195
H 0.428 -1.680 -0.112
H 3.530 -0.963 0.150
H 2.263 -2.057 0.474
*
```

Charges obtained by natural (NBO) population analysis, quoted in units of e:
1. C -0.25
2. C -0.02
3. C -0.31
4. C 0.14
5. N -0.76
6. C 0.04
7. N -0.29
8. N -0.65
9. H 0.24
10. H 0.20
11. H 0.39
12. H 0.42
13. H 0.15
14. H 0.36
15. H 0.34

5.
The following is a DFT calculation (ωB97M-V with the def2-TZVPD basis set) of a molecular structure, C5H7N3 at a distorted geometry.

Results
LUMO, eV: 1.042
ΔE to the lowest compared entry with this formula, charge and spin, eV: 4.378
Electronic energy, hartree: -358.85750
HOMO, eV: -9.26
Largest force on an atom, hartree/bohr: 0.1306
Kohn-Sham gap, hartree: 0.3788

Geometry as ORCA input:
```
! wB97M-V def2-TZVPD RIJCOSX def2/J DEFGRID3
* xyz 0 1
C 2.824 -0.008 0.063
C -0.560 -0.749 0.008
C -2.010 -0.774 -0.064
C -2.059 0.767 0.061
C -0.570 0.622 0.007
H 3.175 0.909 -0.398
H 3.329 -0.884 -0.162
H 3.059 0.265 1.109
H -2.501 -1.093 -1.046
H -2.678 -1.422 0.722
H -2.361 1.354 0.969
H -2.406 1.234 -0.841
N 1.424 -0.121 -0.229
N 0.650 -1.182 -0.022
N 0.684 1.082 -0.176
*
```

Charges obtained by natural (NBO) population analysis, quoted in units of e:
1. C -0.41
2. C 0.04
3. C -0.39
4. C -0.42
5. C 0.12
6. H 0.23
7. H 0.22
8. H 0.20
9. H 0.23
10. H 0.21
11. H 0.23
12. H 0.22
13. N -0.01
14. N -0.21
15. N -0.26

6.
The following is a DFT calculation (ωB97M-V with the def2-TZVPD basis set) of a single C5H7N3 molecule at a distorted geometry.

Results
LUMO, eV: 0.835
ΔE to the lowest compared entry with this formula, charge and spin, eV: 3.897
Electronic energy, hartree: -358.87516
HOMO, eV: -8.28
Largest force on an atom, hartree/bohr: 0.0776
Kohn-Sham gap, hartree: 0.3351

Geometry as ORCA input:
```
! wB97M-V def2-TZVPD RIJCOSX def2/J DEFGRID3
* xyz 0 1
C 1.740 -2.043 0.685
C 1.463 -0.928 0.071
N 1.290 0.119 -0.483
C 0.620 1.310 -0.571
C -0.465 1.605 0.455
N -1.439 0.539 0.574
C -1.891 -0.329 -0.169
N -2.642 -0.970 -0.880
H 1.311 -2.921 0.215
H 2.396 -2.148 1.465
H 0.160 1.290 -1.525
H 1.362 2.312 -0.642
H -0.116 1.681 1.430
H -1.016 2.475 0.246
H -2.774 -1.992 -0.869
*
```

Charges obtained by natural (NBO) population analysis, quoted in units of e:
1. C -0.71
2. C 0.49
3. N -0.44
4. C -0.22
5. C -0.23
6. N -0.51
7. C 0.65
8. N -0.74
9. H 0.24
10. H 0.24
11. H 0.22
12. H 0.21
13. H 0.21
14. H 0.21
15. H 0.41

The lowest ΔE to the lowest compared entry with this formula, charge and spin belongs to which entry? C5H7N2O5S

What is the formula in the fourth record? C5H7N3

What is the formula in the second record? C5H7N2O6

Number 6 is which compound? C5H7N3